Run P
Density functional theory data (ωB97M-V with the def2-TZVPD basis set) for a single C3H2N2O2 molecule.

Structure (ORCA input):
```
! RIJCOSX wB97M-V def2-TZVPD def2/J DEFGRID3
* xyz 0 1
O 0.835 1.572 -2.042
C 0.740 1.390 -0.862
C -0.258 0.390 -0.265
N 0.324 -0.339 0.685
C -0.292 -1.550 1.032
N -1.513 -1.382 0.943
O -1.408 0.362 -0.685
H 1.343 1.959 -0.143
H 0.268 -2.424 1.370
*
```

Run Q
Density functional theory data (ωB97M-V with the def2-TZVPD basis set) for a single C3H2N2O2 molecule.

Structure (ORCA input):
```
! RIJCOSX wB97M-V def2-TZVPD def2/J DEFGRID3
* xyz 0 1
O -0.238 2.175 -1.654
C 0.130 1.046 -1.470
C -0.027 0.261 -0.201
N 0.401 -0.961 -0.119
C 0.064 -1.288 1.165
N -0.529 -0.340 1.834
O -0.594 0.708 0.918
H 0.641 0.435 -2.237
H 0.265 -2.253 1.612
*
```

Structure (SMILES): O=Cc1ncno1

In terms of stability, run Q leads; the second structure lies 0.1114 hartree higher.